Entry 1:
{
  "formula": "C6H14NO",
  "method": "ωB97M-V/def2-TZVPD",
  "lumo_ev": 4.230,
  "gap_ha": 0.2568,
  "total_charge": -1,
  "species": ["C", "N", "C", "O", "H", "H", "H", "H", "H", "H", "C", "C", "C", "C", "H", "H", "H", "H", "H", "H", "H", "H"],
  "coordinates": [[0.306, 2.972, 1.066], [0.314, 1.840, 2.040], [-0.679, 0.871, 1.683], [-0.459, 0.172, 0.556], [0.325, 2.466, 0.122], [1.215, 3.631, 1.231], [-0.598, 3.601, 1.138], [1.210, 1.404, 1.966], [-1.702, 1.433, 1.739], [-0.715, 0.155, 2.537], [1.652, -1.305, -0.844], [0.408, -1.342, -1.827], [-0.710, -2.190, -1.362], [-1.878, -1.698, -0.932], [2.066, -2.293, -0.772], [2.383, -0.619, -1.242], [1.224, -0.962, 0.133], [0.739, -1.634, -2.827], [0.121, -0.292, -1.746], [-0.578, -3.257, -1.349], [-2.726, -2.318, -0.629], [-1.917, -0.634, -0.680]],
  "lowdin_charge": [-0.163, -0.146, -0.574, -0.316, 0.038, 0.070, 0.057, 0.065, 0.099, 0.076, -0.121, -0.280, -0.236, -0.023, 0.035, 0.045, 0.055, 0.087, 0.084, 0.072, 0.037, 0.038]
}

---

Entry 2:
{
  "formula": "C29H31BN9O6Sn",
  "method": "ωB97M-V/def2-TZVPD",
  "lumo_ev": 1.061,
  "gap_ha": 0.2046,
  "total_charge": -1,
  "species": ["Sn", "C", "N", "C", "C", "C", "C", "C", "C", "C", "N", "C", "C", "C", "C", "C", "C", "N", "C", "C", "H", "H", "H", "H", "H", "H", "H", "H", "H", "H", "H", "H", "H", "H", "H", "H", "H", "H", "H", "H", "B", "N", "C", "C", "C", "N", "N", "C", "C", "C", "N", "H", "H", "H", "H", "H", "H", "H", "H", "O", "C", "O", "C", "C", "C", "C", "C", "C", "N", "O", "O", "N", "O", "O", "H", "H", "H"],
  "coordinates": [[0.760, 0.006, -0.866], [3.457, 1.816, 0.673], [2.794, 0.596, 1.117], [3.748, -0.479, 1.313], [1.881, 0.839, 2.187], [2.118, 0.415, 3.484], [1.186, 0.632, 4.494], [0.012, 1.299, 4.189], [-0.238, 1.720, 2.891], [0.671, 1.488, 1.857], [0.409, 1.764, 0.528], [-0.431, 2.781, 0.179], [-0.521, 3.985, 0.902], [-1.355, 5.012, 0.507], [-2.141, 4.889, -0.632], [-2.066, 3.710, -1.357], [-1.229, 2.674, -0.974], [-1.211, 1.438, -1.731], [-2.438, 0.676, -1.476], [-1.075, 1.668, -3.176], [4.116, 2.217, 1.457], [2.710, 2.565, 0.415], [4.056, 1.595, -0.210], [4.527, -0.227, 2.047], [4.238, -0.680, 0.359], [3.226, -1.378, 1.632], [3.035, -0.105, 3.715], [1.382, 0.283, 5.498], [-0.729, 1.479, 4.958], [-1.177, 2.206, 2.652], [0.085, 4.090, 1.795], [-1.391, 5.921, 1.095], [-2.802, 5.685, -0.945], [-2.681, 3.588, -2.239], [-3.322, 1.256, -1.770], [-2.500, 0.428, -0.421], [-2.412, -0.243, -2.055], [-1.969, 2.148, -3.588], [-0.923, 0.715, -3.677], [-0.210, 2.295, -3.372], [1.568, -1.385, -4.911], [2.418, -0.256, -4.225], [3.679, 0.008, -4.597], [4.102, 1.153, -3.955], [2.997, 1.519, -3.182], [1.992, 0.663, -3.347], [0.194, -1.705, -4.220], [-0.805, -2.295, -4.891], [-1.790, -2.665, -3.997], [-1.288, -2.237, -2.765], [-0.098, -1.662, -2.906], [1.295, -1.032, -6.042], [2.257, -2.386, -4.925], [4.183, -0.634, -5.297], [5.062, 1.632, -4.022], [2.885, 2.341, -2.492], [-0.739, -2.421, -5.956], [-2.725, -3.152, -4.208], [-1.731, -2.293, -1.784], [-1.024, -0.871, 0.324], [-0.404, -1.676, 1.070], [0.805, -1.896, 1.000], [-1.212, -2.382, 2.132], [-2.537, -2.025, 2.341], [-3.247, -2.664, 3.339], [-2.702, -3.649, 4.136], [-1.383, -3.975, 3.891], [-0.623, -3.363, 2.915], [-0.764, -5.029, 4.730], [0.406, -5.287, 4.529], [-1.469, -5.562, 5.566], [-4.661, -2.282, 3.574], [-5.245, -2.843, 4.482], [-5.139, -1.437, 2.845], [-2.990, -1.258, 1.731], [-3.275, -4.137, 4.909], [0.415, -3.623, 2.757]],
  "lowdin_charge": [1.460, -0.082, -0.263, -0.100, -0.222, -0.034, -0.112, -0.107, -0.038, -0.268, -0.090, -0.251, -0.041, -0.106, -0.111, -0.046, -0.203, -0.257, -0.080, -0.083, 0.090, 0.077, 0.077, 0.082, 0.089, 0.081, 0.098, 0.089, 0.094, 0.112, 0.110, 0.095, 0.088, 0.102, 0.094, 0.076, 0.060, 0.080, 0.071, 0.087, -0.420, -0.093, -0.127, -0.090, -0.214, -0.047, -0.095, -0.124, -0.078, -0.208, -0.021, 0.059, 0.059, 0.109, 0.076, 0.090, 0.108, 0.079, 0.091, -0.169, -0.647, -0.044, -0.069, 0.090, -0.108, 0.079, -0.109, 0.090, -0.348, 0.085, 0.072, -0.348, 0.073, 0.086, 0.131, 0.130, 0.136]
}

---

Entry 3:
{
  "formula": "C43H36Cl5HgN8O2S3Te",
  "method": "ωB97M-V/def2-TZVPD",
  "lumo_ev": [3.328, 3.327],
  "gap_ha": [0.1414, 0.1981],
  "spin_multiplicity": 2,
  "total_charge": -2,
  "species": ["Hg", "N", "C", "N", "C", "N", "N", "C", "N", "C", "C", "C", "C", "C", "N", "H", "H", "H", "H", "H", "H", "H", "H", "Cl", "C", "C", "Cl", "C", "Cl", "C", "O", "C", "Cl", "C", "Cl", "S", "C", "C", "C", "C", "C", "C", "S", "H", "H", "H", "H", "Te", "C", "C", "C", "C", "C", "C", "C", "C", "C", "C", "C", "C", "H", "H", "H", "H", "H", "H", "H", "H", "H", "H", "C", "C", "C", "N", "C", "S", "N", "C", "O", "C", "C", "C", "C", "C", "C", "H", "H", "H", "H", "H", "H", "H", "H", "H", "H", "H", "H", "H", "H"],
  "coordinates": [[0.696, 0.563, 0.682], [-2.386, 2.140, 1.735], [-2.391, 2.122, 0.374], [-3.252, 2.949, -0.233], [-3.256, 2.821, -1.566], [-4.173, 3.616, -2.232], [-2.506, 2.033, -2.305], [-1.629, 1.264, -1.599], [-1.596, 1.252, -0.239], [-0.693, 0.460, -2.296], [-0.762, 0.249, -3.702], [0.167, -0.534, -4.320], [1.207, -1.126, -3.552], [1.221, -0.868, -2.195], [0.325, -0.117, -1.571], [-2.743, 2.997, 2.124], [-1.546, 1.788, 2.176], [-4.472, 4.415, -1.698], [-3.938, 3.788, -3.195], [-1.562, 0.727, -4.250], [0.116, -0.696, -5.392], [1.989, -1.724, -4.002], [2.004, -1.263, -1.556], [4.357, 7.515, 0.275], [3.207, 6.215, 0.356], [3.418, 5.028, -0.347], [4.845, 4.867, -1.321], [2.508, 3.990, -0.287], [2.757, 2.533, -1.179], [1.305, 4.058, 0.492], [0.463, 3.132, 0.554], [1.130, 5.301, 1.186], [-0.315, 5.451, 2.126], [2.047, 6.333, 1.121], [1.759, 7.802, 2.001], [2.633, -1.048, 0.967], [2.540, -1.233, 2.717], [3.314, -2.263, 3.276], [3.381, -2.499, 4.637], [2.655, -1.688, 5.502], [1.866, -0.682, 4.975], [1.770, -0.433, 3.599], [0.687, 0.881, 3.137], [3.880, -2.886, 2.593], [3.996, -3.307, 5.018], [2.697, -1.839, 6.575], [1.278, -0.058, 5.638], [-3.010, -1.475, 0.817], [-4.665, -2.705, 1.365], [-4.541, -4.093, 1.401], [-5.604, -4.888, 1.808], [-6.809, -4.305, 2.178], [-6.944, -2.925, 2.138], [-5.877, -2.130, 1.734], [-2.196, -1.677, 2.756], [-2.775, -0.987, 3.814], [-2.264, -1.132, 5.096], [-1.161, -1.945, 5.318], [-0.566, -2.613, 4.258], [-1.087, -2.485, 2.977], [-3.600, -4.549, 1.117], [-5.490, -5.966, 1.836], [-7.639, -4.924, 2.497], [-7.880, -2.462, 2.429], [-5.983, -1.052, 1.709], [-3.607, -0.319, 3.628], [-2.710, -0.583, 5.917], [-0.742, -2.034, 6.313], [0.326, -3.205, 4.417], [-0.604, -2.985, 2.148], [4.211, -6.014, -1.210], [4.129, -4.701, -1.981], [2.814, -3.968, -1.764], [1.697, -4.757, -2.272], [0.481, -4.783, -1.708], [0.111, -4.134, -0.240], [-0.540, -5.461, -2.404], [-0.536, -6.278, -3.521], [-1.234, -7.271, -3.564], [0.243, -5.841, -4.725], [0.309, -4.497, -5.079], [0.988, -4.121, -6.229], [1.600, -5.084, -7.020], [1.515, -6.428, -6.676], [0.825, -6.808, -5.536], [5.155, -6.528, -1.397], [3.397, -6.685, -1.490], [4.129, -5.830, -0.137], [4.275, -4.884, -3.052], [4.931, -4.031, -1.664], [2.832, -3.000, -2.269], [2.640, -3.768, -0.708], [1.804, -5.111, -3.209], [-1.310, -5.658, -1.777], [-0.175, -3.750, -4.460], [1.036, -3.075, -6.503], [2.141, -4.786, -7.909], [1.984, -7.179, -7.300], [0.725, -7.849, -5.257]],
  "lowdin_charge": [0.756, 0.158, -0.527, 0.151, -0.492, 0.103, 0.150, -0.323, 0.031, -0.237, -0.046, -0.124, -0.121, -0.219, -0.006, 0.085, 0.001, 0.071, 0.073, 0.091, 0.080, 0.072, 0.024, 0.587, -0.740, -0.711, 0.624, -0.604, 0.683, -0.523, -0.181, -0.608, 0.661, -0.715, 0.615, 0.479, -0.716, -0.172, -0.142, -0.145, -0.194, -0.711, 0.531, 0.076, 0.081, 0.084, 0.084, 1.347, -0.537, -0.140, -0.105, -0.117, -0.109, -0.152, -0.537, -0.156, -0.097, -0.104, -0.092, -0.139, 0.089, 0.094, 0.089, 0.092, 0.087, 0.088, 0.094, 0.098, 0.104, 0.033, -0.110, -0.239, -0.221, 0.019, -0.819, 0.705, 0.091, -0.416, 0.085, -0.170, -0.027, -0.065, -0.086, -0.084, -0.027, 0.062, 0.063, 0.077, 0.102, 0.111, 0.091, 0.061, 0.115, 0.115, 0.121, 0.102, 0.099, 0.098, 0.117]
}

---

Entry 4:
{
  "formula": "C6H10",
  "method": "ωB97M-V/def2-TZVPD",
  "lumo_ev": 1.224,
  "gap_ha": 0.3908,
  "total_charge": 0,
  "smiles": "C=CCCC=C",
  "species": ["C", "C", "C", "C", "C", "C", "H", "H", "H", "H", "H", "H", "H", "H", "H", "H"],
  "coordinates": [[1.893, 0.173, 0.490], [1.319, 1.098, -0.272], [-0.153, 1.422, -0.337], [-1.098, 0.380, 0.275], [-1.080, -0.935, -0.455], [-0.801, -2.113, 0.093], [1.321, -0.470, 1.154], [2.969, 0.017, 0.475], [1.954, 1.706, -0.921], [-0.429, 1.577, -1.390], [-0.327, 2.393, 0.151], [-0.862, 0.223, 1.335], [-2.117, 0.792, 0.244], [-1.312, -0.886, -1.521], [-0.550, -2.206, 1.149], [-0.800, -3.032, -0.489]],
  "lowdin_charge": [0.001, -0.184, -0.222, -0.231, -0.201, -0.012, 0.045, 0.053, 0.094, 0.109, 0.113, 0.109, 0.112, 0.104, 0.058, 0.052]
}